No. 1
# C35H46ClGeHgNO6SSi

A molecular structure, C35H46ClGeHgNO6SSi (wB97M-V/def2-TZVPD, OMol25).

Computed properties:
multiplicity: 2
largest force on an atom: 0.37 eV Å⁻¹
E_tot: -5245.9769 a.u.
total charge: -1
E_HOMO (alpha / beta): -0.1776 / -0.2137 Eh

Last column: Löwdin spin population.
CARTESIAN COORDINATES (ANGSTROEM)
H1 2.773 1.772 -0.840  0.00
C1 -0.969 0.868 -4.641  0.00
C2 2.732 -1.005 -2.378  0.00
O1 -1.632 -1.669 -0.806  0.00
H2 2.543 -1.609 0.285  0.00
C3 -2.364 0.187 6.106  0.00
C4 -1.921 1.306 4.061  0.00
H3 -1.629 4.771 1.499  0.00
C5 -1.007 -2.419 1.425  0.00
C6 3.924 1.906 1.401  0.01
H4 -2.178 2.028 3.295  0.00
H5 -3.632 1.733 5.281  0.00
H6 0.133 -1.604 -4.647  0.00
H7 3.594 -3.606 -2.732  0.00
C7 -1.589 2.728 0.830  0.06
C8 -1.213 -0.545 5.898  0.00
C9 -2.737 1.139 5.168  0.00
H8 -0.615 -4.094 -0.771  0.00
H9 2.382 -3.367 0.119  0.00
C10 -3.355 -2.486 0.576  0.00
H10 -1.792 -4.804 0.356  0.00
H11 -3.013 0.618 -2.763  0.00
H12 0.681 4.016 1.641  0.04
C11 -0.912 -1.618 -4.332  0.00
O2 2.981 2.686 1.693  0.11
Ge1 0.375 2.760 0.804  0.34
C12 -3.612 3.993 1.290  0.00
C13 1.618 -0.976 3.400  0.02
H13 -4.084 4.919 1.596  0.00
H14 -1.485 0.751 -5.597  0.00
H15 -4.363 0.840 0.323  0.00
O3 0.392 -0.026 -0.088  0.10
C14 5.261 2.623 1.255  0.01
H16 3.876 -2.548 -0.385  0.00
H17 -1.039 -2.434 -3.621  0.00
C15 2.550 -2.797 4.531  0.00
C16 -4.384 2.888 0.965  0.01
O4 0.776 -2.239 -1.642  0.00
H18 2.474 -0.138 -1.772  0.00
C17 -2.383 1.627 0.509  0.01
C18 0.771 -1.088 4.468  0.00
C19 -2.786 -0.268 -3.357  0.00
C20 -1.298 -0.285 -3.699  0.00
H19 -0.743 4.100 -1.587  0.00
H20 -3.384 -0.238 -4.272  0.00
O5 -0.531 -0.048 -2.532  0.00
H21 -3.983 -2.610 -0.308  0.00
H22 0.049 -2.544 1.184  0.00
C21 2.637 -1.973 3.451  0.00
C22 -3.767 1.707 0.575  0.00
H23 3.819 -1.051 -2.468  0.00
H24 -0.030 4.428 -3.917  0.00
Si1 -0.192 -0.964 -1.208  0.01
H25 -3.066 -1.145 -2.776  0.00
H26 0.106 0.909 -4.817  0.00
H27 5.348 3.399 2.008  0.00
H28 -2.966 0.013 6.989  0.00
O6 3.831 0.689 1.177  0.01
H29 -3.527 -1.491 0.987  0.00
H30 2.115 -4.395 -2.153  0.00
H31 -1.536 -1.816 -5.207  0.00
C23 2.788 -2.464 -0.342  0.00
H32 -1.908 0.703 0.216  0.00
H33 2.299 -0.869 -3.370  0.00
H34 -5.465 2.946 1.019  0.00
Hg1 1.372 0.438 1.830  0.15
H35 5.279 3.083 0.267  0.00
C24 -0.448 -0.310 4.750  0.00
C25 0.199 3.677 -1.920  0.01
C26 2.516 -3.489 -2.608  0.00
H36 -1.140 -1.407 1.811  0.00
H37 3.420 -2.057 2.710  0.00
H38 -3.650 -3.226 1.323  0.00
Cl1 6.703 1.573 1.372  0.00
C27 2.167 2.378 -1.500  0.00
H39 -0.908 -1.296 6.614  0.00
C28 -1.887 -2.648 0.200  0.00
C29 -1.636 -4.028 -0.397  0.00
C30 2.561 2.550 -2.820  0.00
C31 0.985 2.944 -1.033  0.05
C32 1.778 3.296 -3.690  0.00
S1 1.221 -2.390 5.523  0.00
H40 -1.258 -3.131 2.216  0.00
H41 2.061 -3.368 -3.592  0.00
C33 2.200 -2.281 -1.735  0.00
H42 2.084 3.427 -4.721  0.00
H43 3.475 2.087 -3.170  0.00
C34 -2.226 3.907 1.227  0.02
H44 3.197 -3.617 4.797  0.00
N1 -0.810 0.608 3.853  0.02
C35 0.595 3.859 -3.239  0.00
H45 -1.272 1.812 -4.188  0.00
H46 -2.320 -4.207 -1.229  0.00



No. 2
# C35H46NO10

3 unconnected molecules or ions with the total composition C35H46NO10 at a distorted geometry (wB97M-V/def2-TZVPD, OMol25).

Computed properties:
multiplicity: 2
largest force on an atom: 3.17 eV Å⁻¹
E_tot: -2168.2371 a.u.
E_HOMO (alpha / beta): -0.3119 / -0.3183 Eh

Last column: Löwdin spin population.
CARTESIAN COORDINATES (ANGSTROEM)
C1 -5.794 -2.853 0.742  0.00
H1 -2.268 -0.178 2.371  0.00
O1 -3.469 8.489 1.472  0.00
C2 -6.699 -5.219 0.654  0.00
C3 4.447 2.439 -1.053  0.00
H2 1.596 -5.564 2.291  0.00
C4 -0.036 -2.053 -0.929  0.02
H3 4.371 -2.500 -0.662  0.00
H4 -0.522 -1.028 -3.578  0.00
H5 -5.304 -2.031 0.235  0.00
H6 -1.426 2.530 0.098  0.00
C5 -2.612 6.558 2.489  0.00
C6 -1.702 5.579 2.488  0.00
H7 -2.990 1.193 1.330  0.00
H8 -0.385 -1.125 1.940  0.00
H9 -3.200 -1.647 -2.423  0.00
H10 -1.784 -2.610 -3.030  0.00
H11 0.801 0.178 1.652  0.00
C7 -2.052 0.709 1.725  0.00
H12 6.559 1.596 -2.810  0.00
C8 -0.595 1.777 -0.019  0.00
C9 -7.102 -5.134 1.926  0.00
O2 0.171 4.649 1.408  0.00
H13 4.903 2.787 -0.081  0.00
H14 0.850 5.763 -0.280  0.00
C10 6.534 -3.180 -2.387  0.00
H15 2.318 -1.826 1.795  0.00
H16 7.111 -3.142 -3.346  0.00
H17 2.589 3.734 -0.942  0.00
H18 2.407 2.123 -0.083  0.00
H19 -1.606 0.346 -3.162  0.00
C11 -0.650 6.613 0.427  0.00
N1 -1.951 -0.369 -0.481  0.36
O3 3.192 -0.175 0.068  0.00
O4 -5.637 -4.210 -1.176  0.00
C12 -6.871 -3.912 2.697  0.00
C13 4.296 -0.241 -0.803  0.00
H20 4.552 4.496 -1.828  0.00
H21 -0.205 1.760 -1.065  0.00
C14 -0.769 -0.283 -2.769  0.00
C15 -1.202 -1.149 -1.498  0.03
C16 -6.199 -2.767 2.012  0.00
H22 1.531 0.457 -1.000  0.00
C17 0.942 -1.355 0.096  0.00
H23 -1.523 1.477 2.359  0.00
C18 6.528 -0.584 -2.632  0.00
C19 0.078 -0.509 1.116  0.02
O5 0.327 6.559 -0.498  0.00
H24 0.481 -4.190 0.857  0.00
H25 0.088 -3.155 2.311  0.00
H26 6.060 3.493 -2.274  0.00
C20 2.893 2.648 -0.939  0.00
H27 4.403 3.223 -3.092  0.00
C21 -0.668 5.530 1.456  0.00
H28 -6.520 -6.139 -0.955  0.00
H29 2.560 -2.896 0.355  0.00
H30 2.440 2.219 -1.886  0.00
C22 -1.561 7.591 0.426  0.00
H31 -6.396 -1.838 3.615  0.00
C23 -6.003 -4.082 -0.021  0.00
H32 1.538 -4.355 3.654  0.00
C24 1.806 -4.492 2.568  0.00
H33 -1.693 4.799 3.236  0.00
H34 -1.560 8.379 -0.314  0.00
C25 6.028 0.759 -2.299  0.00
C26 -2.610 7.627 1.444  0.00
C27 -1.093 0.346 0.493  0.03
C28 2.015 -0.511 -0.709  0.00
H35 2.890 -4.292 2.374  0.00
O6 -3.572 6.626 3.430  0.00
H36 0.205 2.122 0.697  0.00
C29 1.780 -2.391 0.982  0.00
C30 5.939 -1.779 -2.030  0.00
H37 -2.456 -3.047 -1.423  0.00
H38 2.238 -1.064 -1.658  0.00
H39 -0.512 -2.996 -0.551  0.00
H40 -7.605 -5.950 2.427  0.00
H41 -4.099 7.418 3.208  0.00
C31 4.815 -1.587 -1.120  0.00
C32 0.913 -3.518 1.650  0.00
H42 0.161 0.313 -2.600  0.00
H43 7.369 -0.697 -3.358  0.00
C33 -2.271 -2.186 -2.106  0.00
H44 7.299 -3.401 -1.582  0.00
O7 -7.208 -3.798 3.862  0.00
H45 5.766 -3.992 -2.377  0.00
C34 4.953 3.496 -2.142  0.00
O8 -6.020 -1.644 2.736  0.00
H46 0.581 -2.372 -1.825  0.00
O9 -2.922 -1.029 0.065  0.54
C35 4.896 0.977 -1.365  0.00
O10 -6.902 -6.332 -0.077  0.00



Q: Which formula does entry 2 have?
A: C35H46NO10



Q: Which formula does entry 2 have?
A: C35H46NO10



Q: Among the records above, which one has the highest largest force on an atom?
A: C35H46NO10